1.
Molecular formula: C5H10N4
Method: DFT, ωB97M-V/def2-TZVPD

CARTESIAN COORDINATES (ANGSTROEM)
C -2.695923 0.497778 -0.896554
N -1.771602 0.924109 0.069508
C -0.581562 0.390677 0.033061
N -0.122940 0.065452 -1.102186
C 1.118988 -0.809318 -1.230894
C 1.587913 -0.932748 0.161147
C 2.509895 -0.396387 1.228133
N 1.463651 0.470419 0.710600
N 0.105439 0.393751 1.260569
H -3.485124 1.301218 -0.990900
H -2.045974 0.612950 -1.771043
H -3.073518 -0.605410 -0.581222
H -2.177747 1.437791 1.076103
H 0.652028 -1.687349 -1.747199
H 1.667918 -0.293451 -2.066387
H 0.985510 -1.666270 0.915034
H 2.265293 -1.001403 1.964192
H 3.580060 -0.071336 1.219901
H 0.017697 1.369528 1.748136

Force components x, y, z for each atom (eV/Å):
C -1.77 -0.26 -0.19
N -4.04 3.88 5.83
C 1.59 0.35 -0.22
N 0.97 -1.90 -0.79
C -2.36 1.09 -2.31
C -0.10 -0.32 2.12
C 2.04 2.09 -3.35
N 0.34 -2.07 0.91
N 1.97 2.91 1.75
H 0.35 -1.36 0.19
H -1.02 -1.10 -0.56
H 0.47 2.47 -1.46
H 1.82 -2.43 -4.01
H 1.02 0.05 0.91
H 0.39 -0.52 1.37
H 0.53 1.43 -2.89
H -0.52 -2.16 4.30
H -1.21 0.04 -0.44
H -0.47 -2.18 -1.16

SMILES string = CNC1=NC[C@H]2CN2N1

Atomic partial charges in e from the natural (NBO) method, atoms 1 to 2: atom 1 (C): -0.42, atom 2 (N): -0.59

=====

2.
Molecular formula: C2HFN2O
Method: DFT, ωB97M-V/def2-TZVPD

CARTESIAN COORDINATES (ANGSTROEM)
F 1.697588 -0.829816 1.063506
C 0.675980 0.017600 0.457166
C -0.761052 -0.219344 0.291842
N -1.050227 0.236238 -0.873367
O -0.060246 0.753134 -1.411399
N 1.090806 0.545889 -0.676107
H -1.592848 -0.503702 1.148360

Force components x, y, z for each atom (eV/Å):
F -3.07 2.85 -0.50
C 1.95 -3.06 -2.22
C -0.87 -0.85 4.16
N -5.08 -0.93 2.06
O 4.57 1.36 -1.75
N 0.04 0.18 1.10
H 2.46 0.44 -2.85

SMILES string = Fc1cnon1

Atomic partial charges in e from the natural (NBO) method, atoms 1 to 2: atom 1 (F): -0.31, atom 2 (C): 0.46

=====

3.
Molecular formula: C9H23N3P
Method: DFT, ωB97M-V/def2-TZVPD

CARTESIAN COORDINATES (ANGSTROEM)
C 2.441928 1.672738 1.256476
C 1.201011 2.080794 0.391844
P -0.283860 0.989743 0.536479
N -1.002238 0.743133 1.944537
C -1.472715 1.433814 -0.894265
C -1.635662 2.972027 -0.556893
C -2.772023 0.759372 -0.527906
N 0.230962 -0.621113 0.033089
C 1.153939 -1.005937 -1.100219
C 0.496467 -2.320039 -1.654733
N 0.660851 -3.318741 -0.587299
C -0.155623 -2.897334 0.611824
C 0.406260 -1.555017 1.090401
H 2.970049 2.514841 1.719308
H 2.223692 0.899794 2.017945
H 3.163009 1.168045 0.569911
H 1.526252 2.242028 -0.622398
H 0.813507 2.936787 0.799843
H -0.636239 1.461260 2.534023
H -1.148945 1.337986 -1.934442
H -1.382379 3.168376 0.563878
H -0.860953 3.457774 -1.138879
H -2.592196 3.278619 -0.769633
H -3.579236 1.207512 -1.080573
H -2.968265 0.914970 0.542032
H -2.880043 -0.292157 -0.455286
H 2.172981 -1.044828 -0.932696
H 1.109670 -0.125500 -1.748350
H -0.589925 -2.133995 -1.924833
H 0.970220 -2.703140 -2.611792
H 0.503197 -4.289181 -0.935928
H 1.596483 -3.442358 -0.199764
H -0.056085 -3.653503 1.372873
H -1.154710 -2.855293 0.285028
H 0.026715 -1.254669 2.055755
H 1.503901 -1.726806 1.350642

Force components x, y, z for each atom (eV/Å):
C 0.20 -1.31 -0.86
C 0.78 -2.25 0.94
P 0.04 -1.93 -1.82
N 0.95 0.44 -2.02
C 0.60 1.01 2.51
C 3.12 -1.56 1.57
C -0.54 0.62 1.20
N 1.53 0.52 0.17
C -4.80 1.54 -0.48
C 1.17 1.44 -2.40
N -0.47 -1.75 0.42
C 1.01 -0.18 0.94
C 1.34 -1.61 0.31
H -0.39 -0.16 -0.16
H -0.12 0.62 -0.14
H -0.30 0.43 0.53
H -0.31 0.12 -0.47
H -0.75 2.65 0.63
H 0.01 0.55 1.08
H 0.22 -0.38 0.31
H -0.84 -0.20 -1.84
H -0.20 0.67 -0.07
H -2.11 1.03 -0.52
H -0.46 -0.08 -0.32
H -0.01 0.85 -0.17
H 0.43 -1.41 -1.11
H 2.21 -0.78 1.24
H -0.42 -0.58 -0.80
H 1.27 -0.42 0.88
H -0.25 0.39 1.24
H -0.72 0.82 0.32
H 0.54 0.79 -0.49
H 0.09 -0.41 0.22
H -1.29 0.29 -0.28
H -0.83 0.17 -0.10
H -0.73 0.07 -0.46

SMILES string = CC[P@@](=N)(C(C)C)N1CC[NH2+]CC1
total charge = +1

Atomic partial charges in e from the natural (NBO) method, atoms 1 to 2: atom 1 (C): -0.61, atom 2 (C): -0.77

=====

no.,maximum force (hartree/bohr),Kohn-Sham gap (eV)
1,0.157,9.07
2,0.108,11.65
3,0.098,8.72